*w*
Entry from the Open Molecules 2025 dataset: a 2-piece molecular cluster, C2H8S2 overall (ωB97M-V with the def2-TZVPD basis set).

Positions of all 12 atoms, in Å:
C -0.30 0.92 -1.76
S 0.10 1.08 0.00
C -1.43 0.42 0.70
H -1.31 1.27 -1.92
H -0.17 -0.11 -2.07
H 0.35 1.56 -2.34
H -1.16 -0.19 1.57
H -2.06 1.22 1.06
H -1.98 -0.17 -0.02
S 2.69 -2.11 0.98
H 1.69 -1.92 1.83
H 3.58 -1.98 1.96

Results
Net charge = 0
SMILES = CSC.S
E_HOMO = -8.40 eV

*x*
Entry from the Open Molecules 2025 dataset: a 2-piece molecular cluster, C2H8S2 overall (ωB97M-V with the def2-TZVPD basis set).

Positions of all 12 atoms, in Å:
C -0.29 -3.08 3.30
S 0.80 -2.38 4.47
H -0.38 -4.17 3.45
H 0.22 -2.90 2.34
H -1.31 -2.65 3.24
H 1.31 -1.43 3.67
C -5.01 -1.75 1.83
S -4.19 -2.80 3.07
H -4.65 -1.89 0.80
H -4.84 -0.70 2.12
H -6.10 -1.95 1.85
H -4.53 -4.04 2.66

Results
Net charge = 0
SMILES = CS.CS
E_HOMO = -8.75 eV

Q: Which of them is the most stable? A: *w*.

*w*
Entry from the Open Molecules 2025 dataset: a 13-piece molecular cluster, C4H33NO12 overall (ωB97M-V with the def2-TZVPD basis set).

Positions of all 50 atoms, in Å:
C -1.00 2.71 -0.26
C -1.27 1.56 0.66
C -0.52 0.46 0.75
N -0.65 -0.46 1.81
C -0.31 -1.85 1.54
H -0.66 3.60 0.30
H -0.23 2.48 -1.02
H -1.87 3.03 -0.81
H -2.09 1.70 1.38
H 0.31 0.23 0.08
H -1.54 -0.35 2.29
H -1.01 -2.36 0.86
H 0.69 -1.94 1.15
H -0.34 -2.42 2.48
H 1.76 0.04 -3.97
H 1.98 0.33 -2.44
O 1.36 -0.10 -3.11
H 2.74 1.88 1.57
H 3.65 0.67 1.38
O 3.48 1.56 1.02
H -0.93 -2.55 -1.61
H -1.90 -1.49 -2.22
O -1.87 -2.27 -1.61
H -1.55 0.54 -2.06
H -0.40 0.04 -2.98
O -1.39 0.07 -2.90
H 0.87 -1.89 -2.68
H 1.62 -2.37 -1.50
O 0.84 -2.62 -2.04
H -3.81 1.86 -0.42
H -4.15 0.42 0.13
O -4.31 1.39 0.25
H 3.25 -0.72 -1.20
H 3.99 -2.08 -1.18
O 3.19 -1.65 -0.87
H 3.22 1.85 -1.95
H 3.23 1.21 -0.51
O 3.25 0.99 -1.51
H -3.78 0.94 2.32
H -3.47 -0.48 1.93
O -3.33 0.16 2.66
H -2.84 -1.65 -0.27
H -4.31 -1.91 0.20
O -3.59 -1.28 0.28
H 1.91 2.27 3.72
H 0.81 1.64 2.80
O 1.58 2.22 2.81
H 3.37 -1.41 0.89
H 2.54 -1.00 2.09
O 3.47 -1.04 1.79

Results
Net charge = 0
E_HOMO = -7.93 eV

*x*
Entry from the Open Molecules 2025 dataset: a 12-piece molecular cluster, C4H33NO12 overall (ωB97M-V with the def2-TZVPD basis set).

Positions of all 50 atoms, in Å:
C -3.80 1.51 -0.50
N -2.79 0.67 -0.97
C -2.14 0.82 -2.34
C -0.88 -0.20 -2.35
C -0.43 -0.38 -3.75
O 0.00 0.45 -1.48
H -4.33 1.22 0.29
H -3.49 2.58 -0.37
H -4.50 1.64 -1.44
H -2.02 0.60 -0.28
H -2.06 1.89 -2.37
H -2.79 0.79 -3.28
H -1.26 -1.10 -1.71
H 0.57 -0.83 -3.74
H -0.28 0.44 -4.25
H -1.17 -0.97 -4.24
H 0.94 0.38 -1.74
O 2.38 1.36 -1.74
H 2.36 2.06 -2.47
H 3.20 0.86 -1.73
O 3.25 -1.09 0.84
H 3.28 -1.96 0.64
H 3.93 -1.12 1.58
O 2.41 -3.22 2.00
H 1.63 -2.91 1.56
H 2.23 -3.30 2.97
O 4.59 0.17 -1.16
H 4.05 -0.23 -0.43
H 4.99 0.94 -0.74
O -3.20 -2.28 -1.01
H -3.14 -1.33 -0.71
H -4.14 -2.41 -1.04
O 1.33 3.13 0.58
H 1.37 2.67 -0.19
H 2.17 3.54 0.68
O 1.60 1.13 2.21
H 1.15 1.81 1.72
H 2.23 0.67 1.81
O -1.04 -2.73 1.82
H -1.31 -1.73 1.64
H -1.37 -3.05 0.90
O 0.73 -2.20 4.22
H -0.08 -2.60 3.90
H 0.75 -1.37 3.80
O -0.50 -0.12 1.43
H 0.20 -0.12 2.15
H 0.00 -0.12 0.63
O -1.31 2.26 2.59
H -1.43 1.31 2.66
H -1.89 2.47 3.39

Results
Net charge = 0
SMILES = CNC[C@@H](C)O.O.O.O.O.O.O.O.O.O.O.O
E_HOMO = -8.44 eV

Q: Which of them is the most stable? A: *w*.

*w*
Entry from the Open Molecules 2025 dataset: C46H54ClN4O4Ru as an isolated structure (ωB97M-V with the def2-TZVPD basis set).

Positions of all 110 atoms, in Å:
Ru -0.28 -0.01 -1.74
C -3.02 1.01 5.53
C -2.57 -0.39 5.10
C -1.27 -0.72 5.84
C -3.63 -1.43 5.51
C -2.41 -0.40 3.58
C -1.21 -0.66 2.96
C -1.12 -0.68 1.55
N -0.06 -0.92 0.80
C 1.21 -1.23 1.11
C 1.71 -1.92 2.23
C 3.08 -2.07 2.39
C 3.95 -1.57 1.41
C 3.51 -0.97 0.25
C 2.11 -0.82 0.06
O 1.61 -0.33 -1.01
C 4.43 -0.49 -0.86
C 5.91 -0.69 -0.52
C 4.19 1.00 -1.11
C 4.13 -1.28 -2.14
C 3.69 -2.77 3.60
C 2.65 -3.24 4.62
C 4.47 -4.00 3.11
C 4.65 -1.81 4.32
C -2.28 -0.27 0.75
O -2.11 -0.11 -0.49
C -3.51 -0.02 1.42
C -3.54 -0.11 2.79
C -4.71 0.41 0.59
C -6.00 0.50 1.42
C -4.95 -0.60 -0.54
C -4.43 1.81 0.01
H -3.17 1.03 6.61
H -3.95 1.30 5.06
H -2.26 1.75 5.27
H -1.46 -0.70 6.91
H -0.50 0.01 5.62
H -0.92 -1.71 5.58
H -3.71 -1.45 6.60
H -3.34 -2.42 5.17
H -4.61 -1.19 5.10
H -0.31 -0.84 3.52
H 1.01 -2.33 2.93
H 5.01 -1.68 1.57
H 6.20 -0.13 0.37
H 6.52 -0.33 -1.35
H 6.14 -1.74 -0.37
H 4.40 1.58 -0.21
H 3.15 1.17 -1.40
H 4.83 1.36 -1.91
H 4.31 -2.34 -1.98
H 4.77 -0.93 -2.95
H 3.09 -1.15 -2.44
H 1.96 -3.96 4.17
H 2.08 -2.40 5.01
H 3.14 -3.73 5.45
H 3.80 -4.67 2.57
H 4.89 -4.55 3.95
H 5.28 -3.71 2.44
H 4.11 -0.93 4.67
H 5.45 -1.48 3.67
H 5.09 -2.30 5.18
H -4.47 0.07 3.30
H -6.23 -0.44 1.91
H -6.83 0.75 0.76
H -5.93 1.29 2.17
H -5.21 -1.57 -0.12
H -4.07 -0.72 -1.15
H -5.77 -0.27 -1.18
H -4.23 2.51 0.82
H -5.29 2.16 -0.55
H -3.56 1.78 -0.64
Cl -1.01 4.44 2.35
C -0.37 3.93 0.83
C 0.21 4.84 -0.04
C 0.71 4.36 -1.24
C 0.60 3.01 -1.52
N 0.05 2.15 -0.67
C -0.43 2.59 0.48
H 0.27 5.89 0.22
H 1.17 5.02 -1.95
H 0.97 2.58 -2.45
H -0.87 1.86 1.16
C -4.35 2.89 -4.02
N -3.63 1.64 -3.88
C -4.11 0.50 -4.43
C -3.51 -0.70 -4.26
C -2.33 -0.75 -3.43
O -1.73 -1.77 -3.08
N -1.85 0.44 -2.99
C -2.44 1.63 -3.15
O -1.98 2.67 -2.69
H -4.88 2.91 -4.97
H -3.62 3.70 -3.97
H -5.06 3.01 -3.21
H -5.01 0.60 -5.01
H -3.89 -1.60 -4.70
C 0.68 -0.06 -3.46
C 1.26 -0.04 -4.53
C 2.00 0.05 -5.73
C 2.78 -1.02 -6.18
C 3.50 -0.91 -7.35
C 3.48 0.26 -8.08
C 2.72 1.34 -7.64
C 1.98 1.23 -6.48
H 2.79 -1.94 -5.61
H 4.10 -1.75 -7.69
H 4.06 0.35 -8.99
H 2.71 2.26 -8.20
H 1.38 2.07 -6.13

Results
Multiplicity = 6
Net charge = 0
⟨S²⟩ = 8.804
E_HOMO (alpha / beta) = -6.67 / -8.03 eV

*x*
Entry from the Open Molecules 2025 dataset: C46H54ClN4O4Ru as an isolated structure (ωB97M-V with the def2-TZVPD basis set).

Positions of all 110 atoms, in Å:
Ru 0.64 0.20 -0.18
C -3.82 -5.91 -0.68
C -2.73 -5.43 -1.65
C -1.82 -6.61 -2.01
C -3.41 -4.94 -2.93
C -1.90 -4.34 -0.99
C -1.82 -3.07 -1.48
C -1.00 -2.10 -0.83
N -0.87 -0.82 -1.17
C -1.48 -0.07 -2.19
C -2.73 -0.30 -2.76
C -3.20 0.55 -3.74
C -2.39 1.62 -4.13
C -1.15 1.91 -3.56
C -0.71 1.06 -2.53
O 0.42 1.30 -1.85
C -0.31 3.11 -4.00
C -0.97 3.89 -5.14
C 1.06 2.62 -4.49
C -0.13 4.07 -2.82
C -4.56 0.36 -4.41
C -5.35 -0.78 -3.77
C -5.40 1.64 -4.28
C -4.36 0.03 -5.89
C -0.17 -2.50 0.29
O 0.70 -1.66 0.76
C -0.32 -3.81 0.84
C -1.17 -4.67 0.20
C 0.47 -4.21 2.08
C 0.16 -3.24 3.23
C 0.11 -5.62 2.56
C 1.98 -4.19 1.78
H -4.41 -6.70 -1.13
H -4.49 -5.08 -0.41
H -3.39 -6.30 0.25
H -2.39 -7.37 -2.55
H -1.39 -7.08 -1.12
H -0.99 -6.29 -2.65
H -3.97 -5.76 -3.38
H -2.68 -4.58 -3.66
H -4.12 -4.13 -2.72
H -2.34 -2.79 -2.37
H -3.33 -1.11 -2.39
H -2.75 2.27 -4.92
H -1.12 3.26 -6.02
H -0.32 4.72 -5.42
H -1.94 4.30 -4.84
H 0.94 1.96 -5.35
H 1.60 2.09 -3.71
H 1.66 3.48 -4.81
H -1.09 4.44 -2.47
H 0.48 4.92 -3.13
H 0.37 3.57 -1.98
H -5.51 -0.62 -2.70
H -4.85 -1.74 -3.90
H -6.33 -0.86 -4.24
H -5.53 1.91 -3.23
H -6.38 1.50 -4.73
H -4.92 2.48 -4.79
H -3.78 -0.89 -6.01
H -3.81 0.83 -6.40
H -5.32 -0.10 -6.40
H -1.29 -5.67 0.59
H -0.91 -3.24 3.45
H 0.46 -2.22 2.98
H 0.69 -3.55 4.13
H -0.95 -5.71 2.79
H 0.67 -5.85 3.47
H 0.37 -6.38 1.82
H 2.30 -3.20 1.44
H 2.22 -4.91 1.00
H 2.54 -4.45 2.68
Cl -5.00 0.68 1.81
C -3.33 0.62 2.25
C -2.94 0.71 3.57
C -1.59 0.66 3.86
C -0.69 0.51 2.82
N -1.08 0.43 1.55
C -2.37 0.49 1.26
H -3.68 0.82 4.35
H -1.23 0.73 4.88
H 0.38 0.46 2.99
H -2.65 0.44 0.21
C -0.91 5.84 0.58
N 0.16 4.86 0.58
C 1.47 5.23 0.56
C 2.46 4.31 0.55
C 2.03 2.95 0.54
O 3.00 2.04 0.51
N 0.79 2.58 0.56
C -0.23 3.51 0.57
O -1.41 3.23 0.56
H -0.47 6.84 0.56
H -1.53 5.72 1.47
H -1.55 5.70 -0.29
H 1.66 6.29 0.55
H 3.50 4.57 0.51
C 2.57 0.69 0.26
C 3.46 -0.25 0.23
C 4.54 -1.12 0.08
C 5.04 -1.86 1.17
C 6.10 -2.73 1.00
C 6.68 -2.89 -0.25
C 6.20 -2.18 -1.34
C 5.13 -1.31 -1.19
H 4.57 -1.74 2.14
H 6.47 -3.29 1.85
H 7.52 -3.57 -0.37
H 6.65 -2.30 -2.31
H 4.74 -0.76 -2.04

Results
Multiplicity = 6
Net charge = 0
⟨S²⟩ = 8.834
E_HOMO (alpha / beta) = -6.42 / -7.27 eV

Q: Which of them is the most stable? A: *x*.